Entry 1:
{"formula": "C20H27N5O3W", "method": "ωB97M-V with the def2-TZVPD basis set", "total_charge": 4, "s2": 2.036, "spin_multiplicity": 3, "species": ["H", "H", "O", "C", "C", "H", "H", "H", "C", "H", "H", "H", "C", "H", "O", "C", "C", "C", "H", "C", "H", "H", "C", "C", "H", "N", "C", "N", "H", "N", "C", "N", "C", "H", "C", "H", "H", "H", "H", "C", "H", "H", "C", "H", "C", "H", "O", "H", "C", "N", "H", "W", "H", "H", "C", "C"], "xyz": [[0.29381, -0.08910, 5.67593], [4.88872, -2.91248, -0.74626], [3.06936, 1.27322, 0.91620], [-1.01223, -0.19231, -4.16140], [0.63750, 4.13791, -0.85299], [0.18829, 1.58726, 5.06657], [5.41785, -2.67864, -2.44595], [-2.28473, 1.54912, 0.93441], [-2.46285, 1.43924, 4.28600], [1.73112, 1.87890, -4.46003], [-3.40071, -2.98014, 0.02122], [2.83733, -0.32245, -5.04145], [-0.24014, 1.01468, -4.17319], [1.98959, 0.24837, 3.30182], [-0.54982, 0.25240, 1.42975], [0.78020, 2.77041, -1.21695], [4.58374, -3.01678, -1.80386], [-3.51292, -2.29892, -0.83522], [4.40171, -4.08542, -2.02036], [0.99660, -1.49633, -4.85686], [-3.53868, 1.20813, 4.32118], [-0.70398, 1.96228, -3.91243], [-0.40842, -1.45376, -4.50202], [-2.17823, -1.88566, -1.18829], [-4.11654, -1.43156, -0.53572], [-0.08094, 0.03426, 3.66554], [1.15672, 0.97319, -4.53056], [1.01337, 1.62508, -1.14132], [-2.90760, 2.83374, 2.01583], [-1.05744, -1.68559, -1.12123], [1.20723, -0.52831, 3.35402], [2.41440, -1.61390, -2.22575], [0.87480, -2.56393, 0.52508], [-4.01132, -2.82537, -1.65773], [-1.71760, 0.61451, 5.30716], [-3.78436, 1.29909, 1.87144], [-2.11951, -0.40351, 5.31331], [-0.41935, 4.44104, -0.84486], [-2.07169, -0.16157, -3.89404], [2.83084, 0.27461, 0.39609], [1.19487, 4.79556, -1.53408], [-1.86450, 1.04799, 6.29841], [-0.85342, 0.48353, 2.60476], [1.05103, 4.23774, 0.16398], [1.77159, -0.29135, -4.87579], [1.45888, -2.45977, -5.01818], [0.09532, -3.31970, 0.89358], [1.16834, -1.05426, 2.39539], [-2.78042, 1.74899, 1.88766], [-1.98557, 1.19496, 2.95127], [-2.35588, 2.51402, 4.51500], [0.71164, -0.43933, -3.15477], [-0.99800, -2.34318, -4.42583], [1.48411, -1.22888, 4.15238], [3.41150, -2.25053, -2.07530], [-0.24359, 0.57249, 4.98842]], "forces_ev_per_angstrom": [[-0.064, 0.265, -0.053], [-0.247, 0.068, -0.322], [-0.669, -2.855, -1.351], [-2.438, 2.118, -2.124], [-0.264, 1.377, -0.063], [0.148, -0.277, -0.221], [-0.288, -0.039, 0.187], [-0.138, 0.068, 0.275], [-0.175, 0.126, 0.920], [0.374, 0.189, 0.075], [-0.103, 0.106, -0.231], [0.218, -0.031, -0.061], [-2.629, 1.158, -2.614], [-0.359, -0.001, 0.092], [-0.174, 0.235, 1.066], [0.848, -2.653, 1.298], [0.747, -0.446, -0.054], [-0.788, -0.069, -0.136], [-0.054, 0.335, 0.072], [0.173, 0.004, -3.184], [0.240, 0.187, -0.125], [0.004, -0.148, -0.016], [0.219, -0.260, -0.661], [-1.255, -0.693, 1.159], [0.141, -0.246, -0.119], [0.570, 1.079, -0.477], [0.003, 0.467, -0.477], [-1.080, 0.550, -2.554], [0.045, -0.260, 0.171], [2.406, 1.601, -2.341], [0.384, -0.942, -0.174], [2.213, -1.311, -0.236], [-1.777, -2.176, 1.025], [0.076, 0.089, 0.208], [-0.266, -0.264, 0.359], [0.237, 0.053, 0.223], [0.063, 0.066, 0.129], [0.294, -0.062, -0.028], [0.335, 0.059, -0.024], [0.976, 2.829, 1.560], [-0.134, -0.112, 0.197], [-0.037, -0.127, -0.068], [-0.006, -0.470, -1.413], [-0.080, 0.019, -0.308], [-0.013, -0.565, -2.730], [0.105, -0.113, -0.058], [1.964, 1.826, -0.773], [-0.022, 0.288, 0.307], [-0.181, 0.266, -0.932], [0.119, -0.218, -0.161], [-0.040, -0.113, -0.244], [4.571, -2.856, 14.062], [-0.111, -0.572, 0.132], [-0.062, 0.219, -0.147], [-3.650, 2.267, -0.062], [-0.371, -0.035, 1.025]], "mulliken_charge": [0.38, 0.33, -0.21, -0.37, -1.02, 0.31, 0.38, 0.19, -0.49, 0.49, 0.32, 0.52, -0.28, 0.36, -0.52, 0.30, -1.02, -1.04, 0.36, -0.44, 0.36, 0.57, -0.32, 0.29, 0.31, 0.27, -0.30, -0.08, 0.38, -0.03, -0.44, -0.65, 0.19, 0.38, -0.74, 0.36, 0.34, 0.33, 0.55, 0.18, 0.37, 0.37, 0.51, 0.31, -0.40, 0.53, -0.22, -0.26, -0.93, 0.34, 0.37, 1.57, 0.50, 0.37, 0.56, -0.47]}

Entry 2:
{"formula": "C20H27N5O4", "method": "ωB97M-V with the def2-TZVPD basis set", "smiles": "Cc1c/c(=N\\[C@H]2CC[C@@]3(CC2)CN(C(=O)c2conc2C)CCO3)[nH]c(CO)n1", "species": ["H", "H", "N", "H", "C", "C", "H", "C", "N", "C", "H", "C", "C", "H", "H", "C", "H", "O", "C", "H", "C", "H", "C", "C", "O", "H", "C", "H", "H", "H", "H", "C", "H", "H", "H", "H", "N", "C", "H", "N", "H", "H", "C", "O", "C", "N", "H", "H", "H", "H", "C", "C", "C", "O", "C", "H"], "xyz": [[2.76563, 1.49409, 1.58334], [-4.14114, 1.09672, 0.53650], [7.15826, 0.89333, 0.47036], [6.29041, -0.12673, -1.11187], [7.66143, -0.27063, 0.95674], [8.16570, -0.81614, 3.44044], [4.43895, 2.27036, -2.11937], [2.55946, 1.86844, -1.12440], [-2.45428, 3.69493, 0.01972], [-0.25003, 1.84614, 0.01806], [6.15893, -0.83658, 4.16871], [-1.21137, 4.02959, -0.49447], [6.90657, -1.53413, 3.78604], [0.78272, 3.53608, -0.93252], [10.43132, 0.82539, 1.78103], [3.98839, 1.48692, -1.50457], [7.80582, 2.13752, 2.02926], [-4.83727, 2.99327, 1.02566], [5.77872, 2.61075, 1.49158], [4.82651, 0.06090, 1.52769], [8.49564, -0.20333, 2.19242], [7.09533, -2.28138, 4.55338], [4.85993, 1.27358, -0.27559], [-1.13323, 5.42108, -1.03324], [10.12898, 0.03747, 3.65222], [-1.87576, 5.54828, -1.82216], [4.22408, 0.21487, 0.62923], [1.97130, 2.02877, -2.03079], [6.50409, -2.02511, 2.90093], [-1.38126, 6.13183, -0.24382], [-5.64405, 2.64086, 1.41183], [2.78899, 0.57228, 0.99286], [-3.64272, 1.69678, 2.12717], [-1.68132, 0.68503, 0.89951], [-0.14441, 5.64851, -1.42696], [5.77302, 3.64470, 1.83723], [9.13050, -0.66738, 4.30261], [-2.55964, 2.50550, 0.49642], [3.98868, 0.56449, -2.09401], [-1.54923, 1.60873, 0.51310], [5.40375, 1.97831, 2.30604], [7.63966, 2.92044, 0.45195], [1.93146, 0.77420, -0.25905], [4.91731, 2.55738, 0.37412], [6.27414, 0.87217, -0.68434], [0.54448, 0.86182, 0.14175], [2.59857, 2.80842, -0.57061], [2.00315, -0.15878, -0.83836], [4.24442, -0.73696, 0.09026], [6.64712, 1.58861, -1.42479], [9.73067, 0.29521, 2.40503], [-0.14797, 3.19388, -0.51744], [-3.84900, 1.99837, 1.09141], [7.43494, -1.35380, 0.44080], [7.19409, 2.18645, 1.13203], [2.34377, -0.21517, 1.60280]], "forces_ev_per_angstrom": [[-0.007, -0.006, 0.000], [0.006, 0.013, 0.003], [0.077, 0.070, -0.010], [-0.012, -0.011, -0.002], [-0.020, -0.080, 0.000], [0.074, -0.032, 0.003], [-0.010, -0.011, 0.000], [0.009, 0.026, -0.010], [0.001, 0.007, -0.002], [-0.019, 0.005, 0.027], [-0.002, 0.000, -0.032], [-0.016, -0.062, 0.031], [-0.038, -0.032, 0.028], [-0.042, 0.013, 0.007], [-0.010, 0.008, -0.001], [0.014, 0.017, -0.015], [-0.006, -0.015, -0.006], [0.010, -0.035, 0.010], [0.000, -0.027, 0.046], [-0.011, -0.013, -0.013], [-0.047, 0.034, -0.055], [0.013, 0.020, 0.023], [0.008, -0.044, 0.026], [0.001, 0.034, -0.015], [0.040, -0.034, 0.006], [-0.001, 0.008, 0.003], [0.000, 0.030, 0.024], [0.000, -0.006, 0.006], [0.008, 0.005, 0.007], [-0.005, 0.004, -0.006], [0.001, 0.002, -0.001], [-0.003, -0.001, 0.038], [0.000, 0.008, -0.013], [0.007, -0.005, 0.001], [-0.002, 0.001, 0.000], [-0.012, -0.004, -0.009], [-0.054, -0.020, 0.010], [0.036, 0.022, -0.020], [0.004, -0.005, 0.003], [0.038, -0.012, -0.008], [-0.005, 0.013, -0.005], [-0.032, -0.021, -0.011], [0.034, -0.039, -0.017], [-0.010, 0.010, -0.030], [0.032, 0.017, -0.075], [-0.043, -0.020, -0.016], [0.006, -0.013, -0.010], [0.002, 0.017, 0.013], [0.008, 0.003, -0.013], [-0.003, -0.014, 0.031], [-0.005, 0.056, -0.018], [0.000, 0.012, -0.007], [-0.051, 0.031, 0.005], [-0.013, 0.005, 0.043], [0.049, 0.069, 0.031], [-0.002, 0.004, -0.003]], "mulliken_charge": [0.12, 0.32, 0.20, 0.51, 0.70, 0.61, 0.49, -0.87, -0.53, 0.45, 0.25, 0.26, -1.17, 0.22, 0.51, -1.57, 0.50, -0.47, -0.45, -0.11, 0.47, 0.40, 1.85, -1.27, -0.20, 0.30, -0.48, 0.55, 0.34, 0.30, 0.32, -0.93, 0.32, 0.30, 0.33, 0.44, -0.65, 0.41, 0.31, -0.14, 0.23, 0.22, 0.45, -0.44, -2.08, -0.69, 0.41, 0.10, 0.51, 0.35, -0.50, -0.02, -0.55, -0.62, -0.74, 0.41]}

Respective energy relative to the best compared isomer or geometry (same formula, charge and spin) values: 67.14, 34.73 kcal/mol.
Respective E values: -36547.512, -36817.793 eV.